Entry 1:
{
  "formula": "C3H7NO3",
  "method": "ωB97M-V with the def2-TZVPD basis set",
  "total_charge": 0,
  "lumo_ev": 0.485,
  "total_energy_ev": -10853.6572,
  "orbital_gap_ev": 11.31,
  "smiles": "CC(C)(O)[N+](=O)[O-]",
  "homo_energy_ha": -0.39771,
  "relative_energy_ev": 4.711,
  "elements": ["O", "O", "O", "N", "C", "C", "C", "H", "H", "H", "H", "H", "H", "H"],
  "xyz": [[-1.674, -1.409, 0.358], [-2.334, 0.531, -0.291], [0.006, 1.625, 0.308], [-1.498, -0.262, 0.120], [-0.051, 0.236, 0.096], [0.697, -0.462, 1.332], [0.498, -0.117, -1.369], [0.399, -1.556, 1.352], [-0.309, 2.170, -0.400], [1.759, -0.308, 1.265], [0.760, 0.886, -1.823], [1.507, -0.648, -1.088], [-0.084, -0.904, -1.971], [0.324, 0.219, 2.110]],
  "forces_ev_per_angstrom": [[-0.6, -1.8, 0.6], [0.1, -0.3, 0.4], [0.5, -1.3, 1.4], [0.1, 2.3, -1.3], [1.3, -0.1, -0.5], [-2.0, 0.6, -1.6], [1.8, -1.1, 1.6], [0.4, 1.6, 0.4], [-0.6, -0.1, -0.9], [0.4, -0.1, -0.3], [-0.6, -1.5, -0.1], [-1.7, 1.1, -1.0], [0.6, 1.7, 0.8], [0.1, -1.0, 0.5]],
  "lowdin_charge": [0.0933, 0.0805, 0.0077, -0.3752, -0.4849, 0.0108, 0.0115, 0.1045, 0.0908, 0.0690, 0.0916, 0.1035, 0.1083, 0.0887]
}

Entry 2:
{
  "formula": "C46H60IrN4P2",
  "method": "ωB97M-V with the def2-TZVPD basis set",
  "total_charge": 1,
  "lumo_ev": -3.503,
  "total_energy_ev": -76052.4581,
  "orbital_gap_ev": 5.83,
  "homo_energy_ha": -0.34280,
  "elements": ["Ir", "P", "P", "N", "N", "N", "N", "C", "C", "C", "C", "C", "C", "C", "C", "C", "C", "C", "C", "C", "C", "C", "C", "C", "C", "C", "C", "C", "C", "C", "C", "C", "C", "C", "C", "C", "C", "C", "C", "C", "C", "C", "C", "C", "C", "C", "C", "C", "C", "C", "C", "C", "C", "H", "H", "H", "H", "H", "H", "H", "H", "H", "H", "H", "H", "H", "H", "H", "H", "H", "H", "H", "H", "H", "H", "H", "H", "H", "H", "H", "H", "H", "H", "H", "H", "H", "H", "H", "H", "H", "H", "H", "H", "H", "H", "H", "H", "H", "H", "H", "H", "H", "H", "H", "H", "H", "H", "H", "H", "H", "H", "H", "H"],
  "xyz": [[0.499, 0.625, -0.228], [-0.055, -3.051, 0.122], [-1.845, -0.196, -0.113], [-0.673, 2.319, -0.240], [0.556, 0.689, -2.258], [2.247, -0.413, -0.246], [0.677, 0.809, 1.785], [-2.098, 3.987, 0.435], [1.812, -0.324, 5.158], [-2.565, -3.147, 3.383], [2.941, -0.866, 0.851], [0.017, 1.124, -4.459], [-0.972, 2.556, 2.172], [-2.124, 3.961, -0.925], [-2.907, 4.823, -1.865], [1.617, -0.496, -5.642], [-0.229, 1.453, -3.077], [1.006, 0.190, -4.461], [-1.199, 2.936, 0.856], [1.269, -1.753, 5.311], [-0.107, 1.572, 2.605], [4.860, -2.546, -1.862], [2.853, -0.960, -1.352], [1.014, -1.893, -5.848], [-3.284, -1.973, 3.273], [1.350, -0.048, -3.079], [6.115, -1.473, 1.814], [1.187, 0.365, 3.987], [4.991, -2.402, 1.335], [-4.217, 4.161, -2.316], [4.218, -3.901, -2.194], [-1.369, -2.631, 1.334], [2.590, -0.638, 2.163], [3.990, -1.750, -0.939], [-1.618, -3.466, 2.423], [-2.122, -1.434, 1.215], [-2.861, 4.879, 1.365], [-3.068, -1.129, 2.198], [-1.244, 2.890, -1.340], [4.037, -1.702, 0.420], [0.178, 1.278, 3.990], [-1.073, 2.459, -2.646], [0.056, 3.105, -5.994], [-3.258, 0.925, 0.091], [-4.164, 4.237, 1.860], [-1.861, 1.132, 5.435], [-0.879, -4.401, -0.845], [2.418, -0.822, -2.650], [1.514, 0.117, 2.601], [-0.536, 1.860, 5.168], [1.022, -4.162, 1.125], [-0.628, 1.773, -5.645], [-2.368, -1.024, -1.652], [1.487, -2.346, 4.420], [4.096, -4.497, -1.287], [-2.741, -3.817, 4.216], [-0.733, 2.921, 4.998], [-3.962, 3.339, 2.450], [-1.499, 3.104, 2.943], [-0.429, 3.571, -6.852], [1.177, -2.517, -4.967], [0.186, -1.737, 5.446], [2.697, -0.584, -5.504], [-2.236, 5.136, 2.223], [4.447, -2.795, 2.198], [-3.636, -0.211, 2.142], [5.831, -2.708, -1.395], [2.897, -0.360, 5.041], [1.106, 2.939, -6.238], [0.510, -5.092, 1.376], [5.028, -1.985, -2.783], [-4.171, 0.330, 0.086], [-4.758, 4.818, -2.997], [-1.712, -4.030, -1.441], [-2.644, -0.248, -2.369], [-1.681, 0.077, 5.648], [-0.565, 1.103, -6.502], [-3.274, 1.615, -0.752], [0.012, 3.796, -5.151], [-3.102, 5.808, 0.846], [-3.190, 1.507, 1.005], [-0.130, -4.829, -1.513], [-4.025, 3.217, -2.831], [-2.379, 1.572, 6.289], [-1.687, 1.952, -5.447], [-2.298, 5.051, -2.742], [0.100, 1.786, 6.050], [5.425, -3.258, 0.816], [-0.061, -1.821, -6.019], [1.467, -2.385, -6.710], [-4.861, 3.958, -1.459], [-2.516, 1.192, 4.562], [1.346, -3.658, 2.035], [-1.244, -5.182, -0.174], [-3.141, 5.770, -1.376], [1.900, -4.406, 0.526], [3.222, -1.073, 2.927], [6.703, -1.117, 0.966], [4.840, -4.463, -2.892], [-4.802, 3.961, 1.019], [-4.717, 4.937, 2.488], [2.991, -1.323, -3.420], [-1.556, -1.608, -2.080], [-1.061, -4.388, 2.531], [-1.625, 2.982, -3.417], [-3.230, -1.656, -1.444], [6.782, -2.000, 2.496], [3.233, -3.760, -2.644], [5.708, -0.602, 2.329], [1.453, 0.104, -6.537], [-4.009, -1.704, 4.031], [1.718, -2.245, 6.174], [1.598, 0.238, 6.068]],
  "forces_ev_per_angstrom": [[-1.9, 0.8, 0.1], [0.1, -0.2, -0.4], [1.5, -0.7, -0.1], [0.2, -0.2, 0.0], [0.1, -0.2, -0.2], [-0.9, 0.0, 0.0], [0.1, -0.3, 0.2], [0.2, 0.0, 0.2], [-0.1, -0.2, -0.2], [0.0, -0.1, 0.1], [0.0, -0.2, 0.0], [0.1, -0.2, -0.1], [0.2, -0.1, 0.1], [0.2, 0.0, -0.2], [-0.1, -0.2, 0.1], [-0.1, -0.2, 0.2], [-0.4, 0.3, 0.1], [-0.1, 0.2, -0.1], [-0.1, 0.3, -0.1], [0.1, 0.1, 0.0], [-0.5, 0.3, -0.1], [-0.2, -0.1, 0.1], [0.1, -0.1, 0.0], [0.1, 0.1, 0.0], [-0.1, 0.0, 0.1], [0.1, -0.1, 0.1], [0.0, -0.1, 0.0], [-0.1, 0.2, 0.2], [0.1, 0.3, 0.0], [0.1, 0.1, 0.0], [0.1, 0.1, 0.0], [-0.2, 0.3, 0.1], [-0.1, -0.1, 0.0], [0.0, 0.0, 0.0], [-0.1, 0.1, -0.1], [0.5, -0.2, 0.3], [-0.1, -0.2, -0.1], [0.1, 0.1, -0.1], [-0.2, 0.2, 0.0], [-0.1, -0.1, 0.0], [0.3, -0.1, 0.2], [0.2, -0.2, 0.0], [-0.1, -0.1, 0.0], [0.3, 0.2, 0.0], [0.1, 0.1, 0.0], [0.1, 0.1, 0.0], [0.0, 0.1, 0.2], [0.0, 0.0, 0.1], [0.1, -0.1, -0.1], [-0.2, -0.2, -0.2], [0.0, 0.2, 0.0], [0.2, 0.2, 0.1], [0.4, 0.2, -0.1], [0.0, 0.0, 0.0], [0.0, 0.0, 0.0], [0.0, 0.0, 0.0], [0.1, 0.0, 0.1], [0.0, 0.0, 0.0], [0.0, 0.0, -0.1], [0.0, 0.0, 0.0], [0.0, 0.0, 0.0], [0.0, 0.0, 0.0], [0.0, 0.1, -0.1], [0.0, 0.1, 0.0], [0.0, -0.1, 0.0], [0.0, -0.1, 0.1], [0.0, 0.1, -0.1], [0.0, 0.1, 0.1], [0.0, 0.0, 0.0], [0.1, 0.0, 0.1], [0.1, 0.0, 0.0], [0.0, -0.1, 0.0], [0.0, -0.1, 0.0], [0.0, 0.0, 0.0], [0.0, 0.0, 0.0], [0.0, 0.0, 0.0], [-0.1, 0.0, 0.0], [0.0, 0.0, 0.0], [0.0, 0.0, 0.0], [0.1, 0.0, 0.1], [-0.1, -0.1, 0.0], [0.0, 0.0, 0.0], [0.0, 0.0, 0.0], [0.0, 0.0, 0.0], [0.0, -0.1, -0.1], [0.0, 0.1, 0.0], [0.0, 0.1, 0.0], [0.0, 0.0, 0.0], [0.0, 0.0, 0.0], [0.0, 0.0, 0.0], [0.0, 0.0, 0.0], [0.0, 0.0, 0.0], [0.1, 0.0, 0.0], [0.0, 0.0, -0.1], [0.1, 0.0, -0.1], [0.0, 0.0, 0.0], [0.0, 0.0, 0.0], [0.0, 0.0, 0.0], [0.0, 0.0, 0.0], [0.0, 0.0, 0.0], [0.0, -0.1, 0.0], [0.0, 0.0, 0.0], [0.0, -0.1, 0.0], [0.0, 0.0, 0.0], [0.0, 0.1, 0.0], [0.0, 0.0, 0.0], [0.0, 0.0, 0.0], [0.0, 0.0, 0.0], [0.0, 0.0, 0.0], [0.1, 0.0, 0.0], [0.0, 0.0, 0.0], [0.0, 0.0, 0.0], [0.1, 0.0, 0.0]],
  "lowdin_charge": [1.2706, 0.9093, 0.9311, -0.0893, -0.0601, -0.0681, -0.0576, -0.1382, -0.1735, -0.0602, -0.2309, -0.1282, 0.0594, -0.1397, -0.1738, -0.1828, -0.2347, -0.1262, -0.2613, -0.0710, -0.2226, -0.1784, -0.2296, -0.0768, -0.0693, -0.2180, -0.0749, -0.1204, -0.1871, -0.0771, -0.0753, -0.3757, 0.0564, -0.1229, -0.0849, -0.3420, -0.1719, -0.0940, -0.2514, -0.1310, -0.1211, 0.0609, -0.0752, -0.2083, -0.0754, -0.0732, -0.2740, 0.0627, -0.2165, -0.1749, -0.2820, -0.1843, -0.2201, 0.0600, 0.0709, 0.1140, 0.1104, 0.0621, 0.1151, 0.0763, 0.0673, 0.0678, 0.1113, 0.1132, 0.1088, 0.0855, 0.1113, 0.1121, 0.0797, 0.0351, 0.1120, 0.0782, 0.0775, 0.0249, 0.0487, 0.0685, 0.1087, 0.0477, 0.0703, 0.1101, 0.0358, 0.0389, 0.0671, 0.0770, 0.1096, 0.1122, 0.1077, 0.1092, 0.0779, 0.0759, 0.0668, 0.0619, 0.0305, 0.0416, 0.1102, 0.0304, 0.1143, 0.0798, 0.0768, 0.0683, 0.0781, 0.1131, 0.0280, 0.0947, 0.1130, 0.0648, 0.0764, 0.0667, 0.0733, 0.1082, 0.1135, 0.0774, 0.1067]
}

Entry 3:
{
  "formula": "C4H7NO4",
  "method": "ωB97M-V with the def2-TZVPD basis set",
  "total_charge": 0,
  "lumo_ev": [-1.650, -2.362],
  "total_energy_ev": -13935.7393,
  "orbital_gap_ev": [8.31, 7.31],
  "homo_energy_ha": [-0.36604, -0.35562],
  "relative_energy_ev": 6.898,
  "elements": ["O", "O", "O", "O", "N", "C", "C", "C", "C", "H", "H", "H", "H", "H", "H", "H"],
  "xyz": [[-2.927, 3.088, -0.633], [1.454, -3.202, -1.318], [-1.940, 2.860, 1.335], [-0.116, -0.272, -0.444], [-2.096, 2.596, 0.145], [1.048, -2.714, -0.051], [1.743, -1.457, 0.319], [1.660, 1.028, 0.559], [1.017, -0.268, 0.100], [-0.020, -2.440, -0.120], [1.924, 1.603, -0.337], [2.570, 0.876, 1.161], [2.804, -1.408, 0.545], [0.736, -2.976, -1.929], [0.894, 1.593, 1.107], [1.262, -3.532, 0.644]],
  "forces_ev_per_angstrom": [[2.6, -1.8, 1.8], [-0.1, 0.1, -0.9], [0.1, -1.1, -2.9], [1.4, 0.1, 0.7], [-2.7, 2.9, 1.2], [-0.5, -0.4, 0.3], [0.1, -0.7, -0.6], [-0.3, 0.1, -0.3], [-1.0, 1.2, -0.2], [0.4, -0.5, 0.5], [0.0, 0.0, 0.2], [-0.5, 0.0, -0.2], [-0.2, -0.1, 0.1], [0.5, -0.1, 0.1], [0.4, 0.0, 0.0], [-0.3, 0.3, 0.2]],
  "lowdin_charge": [0.0623, -0.0540, 0.0583, 0.0327, -0.1167, -0.2656, 0.0572, -0.0210, -0.4587, 0.1189, 0.0901, 0.0804, 0.1213, 0.0965, 0.0762, 0.1221]
}

Entry 4:
{
  "formula": "C16H58F4HgN2O21S4",
  "method": "ωB97M-V with the def2-TZVPD basis set",
  "total_charge": 0,
  "lumo_ev": -8.371,
  "total_energy_ev": -121878.3226,
  "orbital_gap_ev": 1.55,
  "homo_energy_ha": -0.36475,
  "elements": ["Hg", "S", "S", "S", "S", "F", "F", "F", "F", "O", "O", "O", "O", "O", "O", "O", "O", "O", "O", "O", "O", "O", "O", "O", "O", "O", "O", "O", "O", "O", "N", "N", "C", "C", "C", "C", "C", "C", "C", "C", "C", "C", "C", "C", "C", "C", "C", "C", "H", "H", "H", "H", "H", "H", "H", "H", "H", "H", "H", "H", "H", "H", "H", "H", "H", "H", "H", "H", "H", "H", "H", "H", "H", "H", "H", "H", "H", "H", "H", "H", "H", "H", "H", "H", "H", "H", "H", "H", "H", "H", "H", "H", "H", "H", "H", "H", "H", "H", "H", "H", "H", "H", "H", "H", "H", "H"],
  "xyz": [[-7.783, -7.069, 18.932], [-5.205, -7.505, 23.508], [-5.031, -9.689, 22.620], [-9.472, -11.279, 16.382], [-10.390, -11.633, 18.532], [-6.353, -6.259, 23.451], [-5.107, -10.333, 21.124], [-8.451, -10.244, 15.634], [-10.680, -10.679, 19.784], [-9.566, -12.412, 27.042], [-5.582, -8.011, 24.814], [-0.092, -4.624, 20.965], [0.994, -9.631, 20.388], [1.379, -2.678, 26.818], [-5.512, -12.748, 32.696], [-1.341, -15.635, 26.809], [-3.934, -6.785, 23.303], [-9.543, -12.668, 19.108], [-10.845, 0.664, 25.894], [-6.652, -3.440, 19.742], [-5.870, -10.564, 23.429], [-11.760, -11.991, 18.061], [1.977, -8.624, 27.646], [-10.749, -5.655, 21.105], [-8.605, -12.429, 16.321], [-2.243, -14.867, 18.421], [-3.584, -9.663, 22.877], [-2.727, -1.168, 19.415], [-10.559, -11.192, 15.405], [-5.569, -3.295, 31.209], [-9.585, -10.458, 17.618], [-5.686, -8.416, 22.137], [-5.793, -10.988, 31.093], [-2.358, -14.879, 27.433], [-7.408, -4.640, 30.345], [0.781, -8.155, 27.081], [0.303, -2.309, 25.934], [-10.684, -11.834, 26.515], [-6.407, -12.112, 31.914], [-3.399, -15.888, 27.957], [-5.884, -4.310, 30.333], [-2.488, -0.063, 20.301], [-0.279, -7.945, 28.122], [-8.430, 0.196, 26.423], [-9.825, 0.596, 26.921], [-3.403, -0.274, 21.512], [-3.308, -14.944, 17.487], [-10.565, -10.304, 26.552], [1.664, -10.180, 20.794], [-1.440, -0.113, 20.597], [-4.620, -3.149, 31.219], [0.566, -1.533, 25.215], [-6.566, -10.530, 30.476], [-2.254, -0.953, 18.608], [-11.579, -6.014, 21.418], [0.429, -8.955, 26.430], [-11.413, -9.775, 26.116], [-2.670, 0.936, 19.903], [-8.456, -0.849, 26.117], [-7.206, -2.772, 20.146], [-5.305, -5.213, 30.529], [-5.898, -13.611, 32.864], [-3.274, -1.295, 21.871], [-10.664, -4.816, 21.557], [-4.256, -14.808, 18.008], [-5.044, -11.293, 30.363], [-5.762, -3.101, 19.830], [-6.838, -12.844, 31.231], [-7.719, -5.088, 31.289], [-4.455, -0.047, 21.341], [-0.249, -8.772, 28.832], [-7.230, -11.770, 32.542], [-7.596, -5.404, 29.591], [2.701, -8.541, 27.021], [-2.958, -16.759, 28.441], [-1.262, -7.683, 27.733], [-10.767, -12.220, 25.498], [-3.941, -16.178, 27.058], [1.001, -7.260, 26.500], [-1.750, -15.992, 26.017], [-0.641, -4.884, 21.705], [-3.180, -14.178, 16.723], [0.168, -9.950, 20.752], [-10.509, -9.942, 27.579], [-3.367, -15.926, 17.018], [0.118, -3.182, 25.308], [-11.695, 0.839, 26.304], [-5.715, -4.090, 29.280], [-11.470, -12.270, 27.131], [-5.349, -10.175, 31.670], [-9.829, 1.499, 27.531], [-3.086, 0.375, 22.328], [-0.637, -2.087, 26.439], [-4.093, -15.432, 28.664], [-1.974, -14.330, 28.292], [-10.094, -0.173, 27.646], [-0.545, -3.872, 20.582], [-8.845, -12.216, 26.439], [-1.413, -14.714, 17.963], [0.051, -7.102, 28.728], [2.073, -3.027, 26.254], [-8.019, -3.755, 30.167], [-7.615, 0.276, 27.143], [-8.148, 0.883, 25.625], [-2.794, -14.188, 26.711], [-9.778, -9.938, 25.893]],
  "forces_ev_per_angstrom": [[0.0, -0.1, 0.2], [-0.5, 6.3, 2.1], [3.1, -8.5, -1.8], [3.9, -0.1, -11.5], [-3.6, -1.7, 4.5], [1.6, -1.9, -1.0], [0.1, 0.0, 1.2], [-0.4, 0.1, 0.7], [0.3, -0.2, -1.0], [2.3, -0.9, 0.9], [1.1, -0.4, -2.3], [0.2, 0.0, -0.1], [0.1, 0.2, -0.2], [-0.7, 0.7, -0.1], [2.1, -1.4, 1.6], [0.6, 0.4, -0.2], [-3.0, -2.1, 0.0], [-1.1, 2.0, -1.7], [1.3, -0.1, 0.0], [-0.2, -0.4, -0.1], [1.1, 1.6, -1.0], [4.2, 1.2, 0.5], [0.7, -0.1, 1.1], [0.3, -0.1, -0.3], [-1.6, 0.0, 1.3], [-0.1, -0.1, 0.4], [-2.9, 0.4, 0.0], [-0.1, 0.8, -0.2], [0.5, -0.7, 2.4], [0.0, 1.0, 0.7], [-2.1, -0.4, 4.8], [-0.7, 4.7, 2.4], [-0.2, 0.4, -0.3], [-0.6, -1.0, 1.0], [0.9, -0.2, 0.7], [-0.4, -0.7, -1.2], [0.5, -1.2, -0.7], [-0.9, 0.7, -0.5], [-1.5, 1.1, -1.8], [-0.3, 0.8, -0.5], [-1.6, -1.4, -1.3], [-0.5, -0.7, 1.0], [1.0, 0.9, 1.1], [-0.6, 0.6, -0.6], [-0.3, -0.6, 1.1], [0.7, 0.2, 0.2], [0.2, 0.0, -0.1], [-1.1, 0.0, -0.4], [0.2, -0.1, 0.1], [0.1, 0.2, 0.3], [0.0, 0.0, 0.0], [0.1, 0.5, 0.4], [-0.3, 0.0, 0.1], [0.0, -0.3, -0.3], [-0.2, -0.2, 0.1], [-0.2, 0.2, -0.6], [-0.5, -0.3, 0.0], [-0.1, -0.1, -0.6], [0.1, 0.2, -0.4], [-0.2, 0.2, 0.1], [0.0, -0.2, 0.2], [0.4, -0.1, 0.3], [-0.2, -0.1, 0.0], [0.1, 0.2, 0.1], [0.2, 0.2, 0.1], [0.1, -0.5, 0.3], [0.4, 0.1, 0.0], [-0.3, 0.1, -0.5], [0.0, 0.2, 0.2], [0.1, -0.2, -0.3], [-0.5, -0.3, -0.3], [-0.3, 0.6, -0.1], [0.0, 0.2, -0.2], [-0.1, 0.0, -0.1], [0.2, 0.2, -0.2], [0.1, -0.5, -0.1], [-0.7, 0.3, -0.3], [-0.4, -0.5, 0.3], [-0.4, 0.2, -0.1], [0.2, -0.2, -0.1], [-0.1, -0.2, 0.2], [-0.3, 0.0, -0.1], [-0.3, -0.1, 0.1], [0.5, 0.0, -0.1], [0.1, -0.1, -0.2], [-0.4, -0.1, -0.1], [0.1, 0.0, 0.2], [0.5, 0.6, -0.2], [-0.5, 0.6, -0.2], [0.0, -0.2, 0.3], [0.3, 0.4, -0.4], [0.1, 0.1, 0.0], [0.5, 0.2, 0.4], [-0.1, 0.1, -0.1], [0.5, 0.1, -0.3], [-0.3, -0.3, 0.1], [-0.1, 0.2, -0.1], [0.4, -0.1, 0.2], [-0.1, -0.1, -0.1], [-0.1, 0.3, 0.1], [0.1, 0.0, 0.1], [0.1, 0.0, -0.1], [-0.5, 0.1, 0.5], [0.1, -0.4, -0.4], [-0.2, 0.2, 0.2], [0.6, -0.2, 0.5]],
  "lowdin_charge": [0.8138, 0.6491, 0.4671, 0.4470, 0.6136, -0.2384, -0.2024, -0.2249, -0.1832, -0.0735, -0.2389, -0.0483, -0.0534, -0.1260, -0.0534, -0.0845, -0.2513, -0.2245, -0.0875, -0.0834, -0.1970, -0.2372, -0.0772, -0.0821, -0.1859, -0.1264, -0.2228, -0.0932, -0.1839, -0.0581, -0.1822, -0.1849, -0.0796, -0.3223, -0.0803, -0.3556, -0.1560, -0.3596, -0.3879, -0.0913, -0.3559, -0.3089, -0.0883, -0.0864, -0.3132, -0.0908, -0.1664, -0.0796, 0.0274, 0.1052, 0.0889, 0.0701, 0.0687, 0.0764, 0.0342, 0.1045, 0.0623, 0.1074, 0.0708, 0.0327, 0.1066, 0.0919, 0.0697, 0.0320, 0.0775, 0.0706, 0.0281, 0.1099, 0.0650, 0.0696, 0.0792, 0.1088, 0.0671, 0.0820, 0.0744, 0.0768, 0.1077, 0.0660, 0.1092, 0.0790, 0.0261, 0.0749, 0.0262, 0.0741, 0.0705, 0.0660, 0.0741, 0.0984, 0.1148, 0.0710, 0.1028, 0.0706, 0.0778, 0.0646, 0.1078, 0.0976, 0.0193, 0.0869, 0.0701, 0.0703, 0.0681, 0.0683, 0.0724, 0.0694, 0.1065, 0.0679]
}